{"formula": "C29H45ClN4O2Pt", "method": "ωB97M-V/def2-TZVPD", "elements": ["Pt", "Cl", "C", "C", "N", "H", "N", "H", "C", "C", "C", "H", "H", "H", "H", "H", "H", "C", "H", "H", "H", "C", "C", "H", "H", "C", "H", "C", "H", "H", "H", "H", "H", "C", "H", "C", "N", "H", "N", "H", "C", "C", "C", "H", "H", "H", "H", "H", "H", "C", "H", "H", "H", "C", "C", "H", "H", "C", "H", "C", "H", "H", "H", "H", "H", "C", "H", "C", "O", "C", "O", "C", "C", "C", "C", "C", "C", "H", "H", "H", "H", "H"], "positions_angstrom": [[0.75321, -0.90006, -0.52448], [-0.35484, 0.59297, -1.88158], [2.78514, -4.31949, 0.15060], [1.95254, -2.29208, -0.16932], [1.66444, -3.60576, -0.17206], [4.84095, -3.59619, 0.48744], [3.29260, -2.19742, 0.00038], [2.78570, -5.38592, 0.25605], [0.29411, -4.13234, -0.29118], [0.35017, -5.60031, -0.65185], [-0.41064, -3.98455, 1.04842], [0.84611, -6.20907, 0.11476], [-0.68778, -5.94952, -0.73437], [0.82708, -5.75138, -1.63035], [-1.44624, -3.74668, -1.45929], [0.09639, -3.54562, -2.34682], [-0.66386, -2.94575, 1.27676], [-0.41894, -3.37104, -1.39493], [0.21659, -4.37183, 1.85916], [-1.34726, -4.55618, 1.03981], [-0.51831, -2.25860, -1.22144], [3.80374, -3.44155, 0.25728], [3.80954, -0.27650, 1.43184], [4.14544, -0.96336, 2.22123], [4.40407, 0.64473, 1.49965], [4.01898, -0.91156, 0.06171], [4.14157, 0.86946, -1.12337], [5.50483, -1.15312, -0.12085], [5.72110, -1.57721, -1.11127], [2.76321, -0.00925, 1.61165], [2.46701, 0.35276, -0.91939], [5.91993, -1.78539, 0.67698], [6.00301, -0.17344, -0.05543], [3.51131, -0.02400, -1.06014], [3.57431, -0.56690, -2.00993], [-3.88829, 3.54179, -0.62981], [-3.51896, 2.45398, 0.15208], [-2.73921, 5.41323, -1.01410], [-1.93138, 3.89268, 0.31408], [-4.79981, 3.55835, -1.20773], [-3.98817, 1.06862, -0.03136], [-5.47226, 0.97991, 0.25434], [-3.76078, 0.71748, -1.50328], [-6.06301, 1.55898, -0.46776], [-5.76296, -0.07235, 0.15111], [-5.72377, 1.29233, 1.27378], [-3.51790, -0.76906, 1.00774], [-3.22531, 0.72330, 1.94556], [-2.68291, 0.77242, -1.73022], [-3.16027, 0.26357, 0.95153], [-4.31057, 1.42935, -2.14170], [-4.10701, -0.30694, -1.70839], [-2.10638, 0.22975, 0.65513], [-2.88568, 4.45316, -0.53471], [-0.01353, 3.92846, -1.15958], [-0.56454, 4.59145, -1.85182], [1.06786, 4.11013, -1.24802], [-0.48576, 4.19281, 0.27574], [1.20610, 3.41322, 1.37930], [-0.24307, 5.65628, 0.58847], [-0.63507, 5.94679, 1.57211], [-0.21279, 2.87404, -1.42157], [-0.05286, 2.21006, 1.06269], [-0.65982, 6.31320, -0.18775], [0.84331, 5.81475, 0.60137], [0.12315, 3.26297, 1.31444], [-0.32858, 3.46616, 2.29467], [-2.39411, 2.74679, 0.81877], [1.43733, -2.11558, 2.53834], [0.71931, -1.10438, 2.61403], [0.21335, -0.42398, 1.60652], [0.39853, -0.55657, 3.98496], [-0.39008, 0.58967, 4.14358], [-0.61526, 1.11597, 5.42119], [-0.06064, 0.49640, 6.54952], [0.71779, -0.66170, 6.39769], [0.94202, -1.18398, 5.11875], [-0.81043, 1.04966, 3.24774], [-1.22472, 2.01621, 5.52702], [-0.23462, 0.91436, 7.54339], [1.15100, -1.15663, 7.26952], [1.54400, -2.08056, 4.97266]], "mulliken_spin": [1.8653, -0.0257, -0.1772, -0.2913, 1.2560, 0.0703, 1.1291, -0.0848, -3.1133, 1.1741, 0.5200, -0.1441, 0.0499, -0.0353, -0.0796, -0.0466, -0.0096, 0.7426, -0.1048, 0.1344, 0.0382, -0.1744, 0.6313, -0.0949, 0.0929, -3.2688, -0.0177, 1.2186, 0.0271, -0.0082, 0.0241, -0.1303, 0.0105, 0.8904, -0.1474, -0.0228, -0.0060, 0.0258, 0.0088, 0.0169, -0.0885, 0.0096, 0.0294, 0.0013, -0.0042, 0.0127, -0.0034, 0.0054, 0.0014, 0.1961, 0.0054, -0.0077, -0.0868, 0.0179, 0.0370, 0.0048, -0.0099, -0.0679, -0.0117, 0.0278, 0.0108, -0.0054, -0.0227, 0.0007, -0.0055, 0.1124, 0.0191, 1.8420, 0.0120, -0.1127, 0.0434, 0.1198, -0.1403, -0.0078, -0.0204, 0.0135, 0.0637, 0.1172, 0.0082, -0.0067, 0.0062, -0.0594], "total_energy_ha": -2080.85878, "e_homo_ev": [2.735, -2.071], "multiplicity": 5, "total_charge": -2, "homo_lumo_gap_ha": [0.0478, 0.2177], "molar_mass_g_mol": 712.2}